w) # C5H15N3

A single C5H15N3 molecule (ωB97M-V/def2-TZVPD, the Open Molecules 2025 dataset).

Properties
Kohn-Sham gap	9.5316	eV
HOMO	-0.3145	Ha
SMILES	CN[C@@H](C)CNCN

Geometry as ORCA input:
```
! wB97M-V def2-TZVPD RIJCOSX def2/J DEFGRID3
* xyz 0 1
C 2.415 -0.142 -0.786
N 1.011 0.234 -0.586
C 0.320 -0.325 0.584
C 1.225 -0.479 1.851
C -0.898 0.491 1.065
N -1.957 0.912 0.157
C -2.473 -0.028 -0.895
N -1.589 -0.266 -2.059
H 2.694 0.142 -1.793
H 2.495 -1.253 -0.826
H 3.108 0.303 -0.094
H 1.002 1.258 -0.487
H -0.038 -1.327 0.180
H 0.999 -1.361 2.457
H 2.240 -0.629 1.487
H 1.235 0.472 2.407
H -0.596 1.333 1.712
H -1.347 -0.132 1.876
H -1.611 1.662 -0.430
H -3.356 0.454 -1.293
H -2.858 -0.949 -0.426
H -1.110 0.589 -2.324
H -0.908 -0.959 -1.778
*
```


x) # C5H15N3

C5H15N3 as an isolated structure (ωB97M-V/def2-TZVPD, the Open Molecules 2025 dataset).

Properties
Kohn-Sham gap	8.1628	eV
HOMO	-0.2634	Ha

Geometry as ORCA input:
```
! wB97M-V def2-TZVPD RIJCOSX def2/J DEFGRID3
* xyz 0 1
C 1.721 0.135 0.455
C -0.192 0.223 0.966
C -0.330 0.145 -0.439
C 2.204 -1.236 0.018
C 2.308 1.293 -0.330
N -2.201 -0.047 0.018
N -3.305 0.658 -0.590
N -2.516 -1.427 0.121
H 1.967 0.271 1.511
H -3.905 1.034 0.148
H -2.933 1.466 -1.083
H -3.256 -1.569 0.809
H -2.897 -1.750 -0.770
H -0.307 -0.670 1.568
H -0.283 1.193 1.440
H -0.197 -0.787 -0.971
H -0.298 1.068 -1.004
H 1.665 -2.034 0.537
H 2.071 -1.389 -1.056
H 2.164 1.168 -1.406
H 1.863 2.246 -0.032
H 3.270 -1.362 0.243
H 3.388 1.370 -0.154
*
```


Which of them is least stable? Easy: x).


w) # C4H8N4

C4H8N4 as an isolated structure (ωB97M-V/def2-TZVPD, the Open Molecules 2025 dataset).

Properties
Kohn-Sham gap	8.7091	eV
HOMO	-0.2950	Ha

Geometry as ORCA input:
```
! wB97M-V def2-TZVPD RIJCOSX def2/J DEFGRID3
* xyz 0 1
C 1.442 0.054 0.469
C 0.286 0.648 -0.365
C -2.167 0.301 -0.152
C -0.059 -0.473 0.618
H 2.181 -1.007 -1.063
H 3.694 0.303 -0.391
H 1.784 0.777 1.344
H 0.215 0.259 -1.465
H -1.175 2.307 -0.204
H -3.130 0.764 -0.017
H -1.095 -2.141 0.520
H -0.640 -0.191 1.373
N 2.609 -0.429 -0.353
N -1.007 1.201 0.022
N -2.143 -0.926 -0.273
N -0.796 -1.447 -0.064
*
```


x) # C4H8N4

A single C4H8N4 molecule (ωB97M-V/def2-TZVPD, the Open Molecules 2025 dataset).

Properties
Kohn-Sham gap (alpha / beta)	8.4350 / 8.0254	eV
HOMO (alpha / beta)	-0.3068 / -0.2907	Ha

Geometry as ORCA input:
```
! wB97M-V def2-TZVPD RIJCOSX def2/J DEFGRID3
* xyz 0 1
C 1.088 -0.598 -1.290
C 0.996 0.101 0.051
C 2.142 0.357 0.880
C -2.575 -0.254 0.058
N 0.358 1.351 -0.387
N -0.849 1.300 -0.192
N -0.110 -0.694 0.430
N -1.210 0.107 0.293
H 0.338 -0.428 -1.985
H 1.413 -1.576 -1.047
H 3.005 -0.211 0.498
H 1.781 0.138 1.951
H 2.286 1.464 0.799
H -2.499 -1.338 -0.107
H -3.154 0.158 0.991
H -3.010 0.124 -0.944
*
```


Which of them is least stable? Easy: w).


w) # C4H8N4

C4H8N4 as an isolated structure (ωB97M-V/def2-TZVPD, the Open Molecules 2025 dataset).

Properties
Kohn-Sham gap	8.2734	eV
HOMO	-0.2998	Ha

Geometry as ORCA input:
```
! wB97M-V def2-TZVPD RIJCOSX def2/J DEFGRID3
* xyz 0 1
C 0.783 0.762 0.655
C -0.547 -0.072 0.679
C -1.017 -1.131 1.304
C -1.516 0.482 -0.187
H 3.092 -1.240 -0.373
H 1.324 -1.724 0.834
H 0.752 1.950 0.249
H -0.397 -1.414 2.281
H -2.061 -1.592 1.135
H -2.647 0.280 0.147
H -0.559 2.013 -2.687
H 0.239 0.157 -1.834
N 2.412 -1.112 0.431
N 2.037 0.156 0.440
N -1.599 1.288 -1.153
N -0.294 1.196 -1.921
*
```


x) # C4H8N4

C4H8N4 as an isolated structure (ωB97M-V/def2-TZVPD, the Open Molecules 2025 dataset).

Properties
Kohn-Sham gap	7.7657	eV
HOMO	-0.2939	Ha

Geometry as ORCA input:
```
! wB97M-V def2-TZVPD RIJCOSX def2/J DEFGRID3
* xyz 0 1
C 0.969 2.221 0.998
C 0.169 -0.024 -0.720
C -0.882 -0.031 0.153
C 0.255 -1.574 -1.190
H 1.759 1.309 1.839
H -0.449 2.154 1.138
H 1.456 3.621 0.961
H -1.613 0.719 0.694
H -2.550 -1.425 -0.103
H -0.235 -2.454 0.772
H 1.216 -2.165 -1.157
H -0.231 -1.881 -2.118
N 1.340 1.952 -0.392
N 1.145 0.876 -0.980
N -1.578 -1.158 0.281
N -0.771 -2.140 -0.176
*
```


y) # C4H8N4

A single C4H8N4 molecule (ωB97M-V/def2-TZVPD, the Open Molecules 2025 dataset).

Properties
Kohn-Sham gap	9.2636	eV
HOMO	-0.3129	Ha
SMILES	[H]\N=C/C=C(N)\C(N)=N\[H]

Geometry as ORCA input:
```
! wB97M-V def2-TZVPD RIJCOSX def2/J DEFGRID3
* xyz 0 1
H -0.213 3.462 1.277
N -1.000 2.839 1.476
C -0.931 1.688 1.010
C -0.012 1.270 -0.271
C 0.376 0.022 -0.587
N 1.561 -0.279 -1.256
C -0.364 -1.167 -0.078
N 0.446 -2.202 0.327
N -1.633 -1.158 -0.085
H -2.057 -1.985 0.329
H -1.672 0.928 0.718
H 0.530 2.113 -0.692
H 1.999 0.511 -1.708
H 1.526 -1.097 -1.847
H 0.030 -2.943 0.867
H 1.415 -2.002 0.518
*
```


Which of them is least stable? Easy: x).


w) # C4H8N4

A 2-piece molecular cluster, C4H8N4 overall (ωB97M-V/def2-TZVPD, the Open Molecules 2025 dataset).

Properties
Kohn-Sham gap	9.8252	eV
HOMO	-0.3669	Ha

Geometry as ORCA input:
```
! wB97M-V def2-TZVPD RIJCOSX def2/J DEFGRID3
* xyz 0 1
C -1.825 -0.872 -0.120
C -0.360 -0.230 -0.106
C 1.153 1.175 -0.167
C 1.970 -0.152 -0.189
H -2.276 1.189 -0.368
H -2.834 0.324 1.163
H -1.833 -1.172 -1.083
H -2.217 -1.614 0.732
H 1.645 1.749 0.578
H 1.625 1.705 -0.960
H 3.663 0.372 0.444
H 0.520 -2.049 0.473
N -2.972 0.220 0.071
N -0.216 0.999 -0.185
N 3.142 -0.578 0.286
N 0.816 -1.065 -0.569
*
```


x) # C4H8N4

A 2-piece molecular cluster, C4H8N4 overall (ωB97M-V/def2-TZVPD, the Open Molecules 2025 dataset).

Properties
Kohn-Sham gap	7.7763	eV
HOMO	-0.2633	Ha
SMILES	CC(N)=C=N.N#CN

Geometry as ORCA input:
```
! wB97M-V def2-TZVPD RIJCOSX def2/J DEFGRID3
* xyz 0 1
C -0.658 0.846 1.520
C 0.258 0.141 0.571
N 0.621 -1.245 0.727
C 0.797 0.785 -0.510
N 1.396 1.753 -1.016
H -1.451 1.356 0.971
H -1.124 0.165 2.234
H -0.115 1.599 2.099
H -0.038 -1.771 1.291
H 1.573 -1.342 1.067
H 1.866 2.359 -0.347
N -2.371 -1.333 -1.192
C -1.327 -0.833 -1.299
N -0.051 -0.657 -1.834
H 0.618 -1.334 -1.451
H 0.006 -0.488 -2.833
*
```


y) # C4H8N4

C4H8N4 as an isolated structure (ωB97M-V/def2-TZVPD, the Open Molecules 2025 dataset).

Properties
Kohn-Sham gap	8.6549	eV
HOMO	-0.2885	Ha

Geometry as ORCA input:
```
! wB97M-V def2-TZVPD RIJCOSX def2/J DEFGRID3
* xyz 0 1
C 1.559 -0.499 0.780
C -2.057 -0.606 -0.061
C -1.727 0.645 0.416
C -0.407 1.158 -0.125
H 2.695 -0.529 0.628
H 1.238 -1.736 0.967
H 0.854 0.255 1.749
H 2.114 0.065 -1.362
H -0.275 -1.853 -0.361
H -3.081 -1.157 0.171
H -2.647 1.380 0.477
H 0.981 2.162 -0.820
N 1.373 -0.368 -0.573
N 0.035 -0.031 -0.840
N -0.878 -1.049 -0.738
N 0.221 2.163 -0.309
*
```


Which of them is least stable? Easy: y).


w) # C4H8N4

C4H8N4 as an isolated structure (ωB97M-V/def2-TZVPD, the Open Molecules 2025 dataset).

Properties
Kohn-Sham gap	8.2624	eV
HOMO	-0.2858	Ha

Geometry as ORCA input:
```
! wB97M-V def2-TZVPD RIJCOSX def2/J DEFGRID3
* xyz 0 1
C 2.004 -1.285 -0.922
C 0.113 0.157 -0.154
C 0.634 1.278 0.421
C -0.427 1.867 0.964
H 2.105 -2.204 -1.861
H 2.525 -0.544 -1.510
H 2.719 -1.633 -0.021
H 1.747 1.410 0.664
H -0.309 2.823 1.653
H -2.313 0.794 1.683
H -2.936 -0.642 -0.593
H -1.133 -1.756 -0.355
N 0.459 -0.931 -0.812
N -1.728 1.280 0.807
N -1.417 0.331 -0.114
N -2.042 -0.944 0.151
*
```


x) # C4H8N4

A single C4H8N4 molecule (ωB97M-V/def2-TZVPD, the Open Molecules 2025 dataset).

Properties
Kohn-Sham gap	10.3854	eV
HOMO	-0.3488	Ha
SMILES	[H]/N=C(N)\N=C\N1CC1

Geometry as ORCA input:
```
! wB97M-V def2-TZVPD RIJCOSX def2/J DEFGRID3
* xyz 0 1
H -1.705 0.386 -1.826
N -2.278 0.996 -1.214
C -1.806 0.983 0.007
N -2.598 1.436 1.090
N -0.486 0.540 0.344
C -0.158 -0.718 0.242
N 1.179 -1.244 0.439
C 2.303 -0.388 0.454
C 1.978 -1.374 -0.693
H -3.241 2.188 0.704
H -1.946 2.045 1.734
H -0.932 -1.439 -0.156
H 2.293 0.664 0.158
H 3.195 -0.782 1.128
H 1.692 -0.938 -1.618
H 2.509 -2.357 -0.794
*
```


y) # C4H8N4

A single C4H8N4 molecule (ωB97M-V/def2-TZVPD, the Open Molecules 2025 dataset).

Properties
Kohn-Sham gap	8.6918	eV
HOMO	-0.2981	Ha
SMILES	C1=N\C=N/CCNN/1

Geometry as ORCA input:
```
! wB97M-V def2-TZVPD RIJCOSX def2/J DEFGRID3
* xyz 0 1
C 1.192 1.129 0.077
N -0.065 1.619 -0.181
C -1.542 1.109 -0.225
N -2.079 0.035 -0.087
C -1.409 -1.202 0.137
C -0.016 -0.741 -0.137
N 1.541 -1.150 -0.121
N 1.986 0.132 -0.139
H 1.704 2.123 0.738
H -2.403 1.899 -0.196
H -1.705 -1.500 1.201
H -1.933 -2.098 -0.539
H 0.035 -0.178 0.764
H -0.161 -0.013 -0.838
H 1.993 -1.603 -0.993
H 2.861 0.440 0.538
*
```


Which of them is least stable? Easy: y).